[1]
The following is a quantum chemistry calculation of a molecular structure, C31H25AsClI2N3O6Pd at a distorted geometry, from OMol25.

Results
E ... -142321.836 eV
Strongest force on any atom ... 5.3 eV/Å
Charge ... +2
Spin multiplicity ... 5

```
70
C31H25AsClI2N3O6Pd (ωB97M-V with the def2-TZVPD basis set)
Pd 2.03244 -0.18195 0.25000
O 3.32151 2.22868 2.40892
Cl 3.64104 0.83407 2.26402
O 4.64201 0.43940 3.18463
O 2.46261 0.00349 2.46179
O 4.13784 0.46724 0.86225
I 0.55838 4.94147 0.26809
C 0.93707 3.78855 -1.36392
C 0.94768 4.13602 -2.67163
C 1.51971 3.45092 -3.71622
I 1.64747 4.29266 -5.47186
C 1.75206 2.10621 -3.57753
C 2.49006 1.22443 -4.53282
C 3.03409 -0.01756 -4.06867
C 2.82485 -0.35891 -2.78253
N 2.09782 0.39944 -1.91486
C 1.68904 1.55096 -2.28756
C 1.43663 2.41484 -1.08900
O 1.56070 2.05104 0.12044
H 0.68674 5.22745 -2.84057
H 2.67205 1.71546 -5.47380
H 3.44728 -0.73666 -4.81064
H 3.12265 -1.25420 -2.31868
O -0.06515 -0.82958 0.20259
As -1.52620 -0.21352 0.70925
C -1.55765 0.52422 2.45663
C -0.64793 1.51069 2.81494
C -0.65511 2.09897 4.05100
C -1.52030 1.62873 5.01250
C -2.39190 0.53985 4.70263
C -2.45189 0.02531 3.44893
C -2.69526 -1.76228 0.81160
C -4.12250 -1.57077 0.65665
C -4.93913 -2.71444 0.81458
C -4.32414 -3.92116 1.06145
C -3.00046 -4.10516 1.17471
C -2.11544 -3.00933 1.05944
C -2.10598 1.24057 -0.44158
C -3.10842 2.07880 -0.02585
C -3.47414 3.17074 -0.87170
C -2.98496 3.20753 -2.16594
C -2.11218 2.24155 -2.59185
C -1.76830 1.18828 -1.77953
H 0.00115 2.00737 2.05014
H 0.05106 2.85851 4.24528
H -1.44315 2.00001 5.97802
H -3.01465 0.13482 5.45712
H -3.15222 -0.74727 3.13507
H -4.59065 -0.60206 0.40866
H -5.98900 -2.52390 0.73444
H -5.07594 -4.76032 1.13134
H -2.55263 -5.07340 1.38035
H -1.07923 -3.16222 1.02783
H -3.46748 2.08901 0.99405
H -4.10205 3.94087 -0.47317
H -3.33809 3.98785 -2.90973
H -1.70248 2.21571 -3.60307
H -1.26067 0.36311 -2.19250
C 4.19072 -3.24913 1.34940
C 3.22160 -3.36910 0.20423
N 2.49266 -2.40574 -0.31698
C 1.61656 -2.88266 -1.23812
C 1.96083 -4.20347 -1.44171
N 2.87626 -4.50904 -0.47414
H 5.02317 -2.58021 1.09192
H 4.45366 -4.23724 1.64546
H 3.71209 -2.74578 2.15034
H 0.92073 -2.40032 -1.82733
H 1.69640 -4.90699 -2.17801
H 3.45664 -5.29043 -0.32921
```

The net atomic charges from Löwdin, expressed in e, are: Pd 1.07; O -0.30; Cl 0.69; O -0.26; O -0.40; O -0.42; I 1.45; C -0.60; C -0.18; C -0.76; I 1.34; C -0.20; C 0.09; C 0.02; C -0.05; N 0.08; C -0.18; C -0.32; O -0.11; H 0.13; H 0.06; H 0.15; H 0.09; O -0.55; As 1.23; C -0.30; C -0.12; C -0.07; C -0.02; C -0.04; C -0.07; C -0.29; C -0.07; C -0.06; C -0.10; C -0.07; C -0.06; C -0.30; C -0.06; C -0.04; C -0.08; C -0.10; C -0.10; H 0.09; H 0.10; H 0.09; H 0.10; H 0.10; H 0.11; H 0.11; H 0.14; H 0.12; H 0.08; H 0.11; H 0.11; H 0.14; H 0.12; H 0.10; C 0.03; C -0.31; N 0.00; C -0.16; C -0.05; N 0.12; H 0.10; H 0.08; H 0.07; H 0.08; H 0.11; H 0.15

***

[2]
The following is a quantum chemistry calculation of a gas-phase ion, C9H17N2 (charge +1) at a distorted geometry, from OMol25.

Results
SMILES ... C=C(C=[N+]=C(C)C)NC(C)C
E ... -12579.518 eV
Strongest force on any atom ... 5.8 eV/Å
Charge ... +1
Spin multiplicity ... 1

```
28
C9H17N2 (ωB97M-V with the def2-TZVPD basis set)
C -0.44465 -2.85049 -0.34377
C 0.34904 -1.74572 -0.17196
C 1.82694 -1.92356 0.25967
N 2.41237 -0.83491 0.43485
C 1.89332 0.35689 0.19972
C 2.15565 1.07109 -1.11671
C 1.64012 1.10817 1.42833
N 0.10725 -0.44913 -0.33213
C -1.03974 0.27172 0.20639
C -1.94628 -0.69162 0.91439
C -1.77469 1.08602 -0.73615
H -1.28426 -2.94240 -0.94605
H 0.03626 -3.88273 -0.19858
H 2.34621 -2.75782 0.47962
H 1.48114 1.88216 -1.26293
H 2.26912 0.40205 -1.90987
H 3.17209 1.44514 -0.89373
H 1.17183 0.45905 2.17747
H 0.94779 1.92486 1.25309
H 2.49248 1.54812 1.92567
H 0.45179 -0.07613 -1.24921
H -0.77777 0.93151 1.03439
H -1.45277 -1.25976 1.73348
H -2.69802 -0.05442 1.38278
H -2.36611 -1.43984 0.38118
H -2.19760 0.50616 -1.58613
H -1.15439 1.92481 -0.97324
H -2.58832 1.49582 -0.24679
```

The net atomic charges from Löwdin, expressed in e, are: C 0.15; C -0.28; C 0.05; N 0.14; C -0.35; C 0.03; C 0.00; N 0.04; C -0.43; C -0.04; C -0.03; H 0.06; H 0.12; H 0.10; H 0.09; H 0.08; H 0.13; H 0.12; H 0.09; H 0.11; H 0.16; H 0.12; H 0.11; H 0.11; H 0.04; H 0.13; H 0.09; H 0.07

***

[3]
The following is a quantum chemistry calculation of C4H5NO2S in the gas phase at a distorted geometry, from OMol25.

Results
E ... -20644.138 eV
Strongest force on any atom ... 4.8 eV/Å
Charge ... 0
Spin multiplicity ... 3

```
13
C4H5NO2S (ωB97M-V with the def2-TZVPD basis set)
C -0.56379 -0.09430 0.39190
C 1.16646 0.45026 0.02506
C -0.23954 -0.01810 -1.83073
C -1.14061 -0.85973 1.55497
N 0.96892 0.46169 -1.35961
O -1.08942 -0.34833 -0.79297
O 1.95818 1.33310 0.60591
S -0.62899 -0.26506 -3.39962
H -1.07067 -1.90596 1.35336
H -2.29559 -0.61751 1.49511
H -0.88258 -0.37805 2.53462
H 1.50418 0.89921 -2.07908
H 2.31347 1.34280 1.50109
```

The net atomic charges from Löwdin, expressed in e, are: C -0.18; C -0.20; C -0.86; C -0.06; N 0.07; O -0.04; O 0.06; S 0.69; H 0.06; H 0.12; H 0.09; H 0.13; H 0.12

***

[4]
The following is a quantum chemistry calculation of 2 unconnected molecules or ions with the total composition CH3BrClNO2S at a distorted geometry, from OMol25.

Results
E ... -100067.151 eV
Strongest force on any atom ... 5.2 eV/Å
Charge ... 0
Spin multiplicity ... 1

```
10
CH3BrClNO2S (ωB97M-V with the def2-TZVPD basis set)
C 0.63754 1.04971 1.38319
N -0.23184 -1.49125 -1.10730
O -1.97521 0.29662 -0.24222
O -0.35582 0.79624 -2.09923
S -0.68592 0.18726 -0.86355
Cl 1.44203 2.58578 1.25122
Br 1.86793 -0.43366 1.84313
H -0.25474 1.03212 1.83845
H -0.92048 -2.12788 -1.51560
H 0.47652 -1.89493 -0.48809
```

The net atomic charges from Löwdin, expressed in e, are: C -1.00; N -0.12; O -0.36; O -0.33; S 0.67; Cl 0.56; Br 0.57; H -0.06; H 0.06; H 0.02

***

[5]
The following is a quantum chemistry calculation of C14H15ClN2O in the gas phase at a distorted geometry, from OMol25.

Results
SMILES ... C[C@H](n1ccc2c(Cl)c(C#N)ccc21)C(C)(C)O
E ... -32311.345 eV
Strongest force on any atom ... 2.4 eV/Å
Charge ... 0
Spin multiplicity ... 1

```
33
C14H15ClN2O (ωB97M-V with the def2-TZVPD basis set)
C -2.40380 0.59228 -1.35436
C -1.34202 -0.14298 -0.54268
N -0.09987 0.67425 -0.31902
C 0.68061 1.38662 -1.23843
C 1.74214 1.97315 -0.59473
C 1.68032 1.53734 0.75566
C 2.50460 1.87855 1.81634
Cl 3.87114 2.93210 1.49330
C 2.25627 1.34043 3.06534
C 3.17593 1.59701 4.13057
N 3.92875 1.63214 5.02244
C 1.14614 0.46481 3.21834
C 0.33044 0.13318 2.12980
C 0.58404 0.74154 0.89166
C -0.97521 -1.52525 -1.16865
C -1.96498 -2.59394 -0.68038
C -0.83951 -1.60688 -2.71125
O 0.28625 -1.90009 -0.68925
H -2.03793 0.81238 -2.36454
H -3.37507 0.07530 -1.43242
H -2.65543 1.58047 -0.92799
H -1.77534 -0.32137 0.44808
H 0.49027 1.48556 -2.30932
H 2.49753 2.61929 -1.01820
H 0.94002 0.05749 4.19612
H -0.48454 -0.50716 2.25875
H -2.98220 -2.44228 -1.11262
H -2.10275 -2.61181 0.41597
H -1.62956 -3.58439 -0.96041
H -0.35255 -2.53026 -2.98069
H -0.21305 -0.80046 -3.08109
H -1.83000 -1.56806 -3.16625
H 0.94936 -1.37893 -1.19009
```

The net atomic charges from Löwdin, expressed in e, are: C -0.04; C -0.23; N 0.01; C -0.05; C -0.03; C -0.23; C -0.52; Cl 0.72; C -0.25; C -0.21; N 0.16; C 0.00; C 0.03; C -0.18; C -0.58; C -0.02; C -0.02; O -0.02; H 0.07; H 0.09; H 0.09; H 0.14; H 0.12; H 0.10; H 0.11; H 0.09; H 0.10; H 0.09; H 0.08; H 0.09; H 0.07; H 0.09; H 0.11

***

[6]
The following is a quantum chemistry calculation of a molecular structure, C18H18Cl3IrN2O7S3Se at a distorted geometry, from OMol25.

Results
E ... -174526.688 eV
Strongest force on any atom ... 2.5 eV/Å
Charge ... -1
Spin multiplicity ... 2

```
53
C18H18Cl3IrN2O7S3Se (ωB97M-V with the def2-TZVPD basis set)
Ir 0.02843 -0.08898 -0.29291
C -0.33103 -2.31851 2.29563
C 1.02401 -1.81764 1.93685
N 1.32418 -0.96256 0.98996
C 2.67489 -0.68260 0.90765
C 3.42391 -1.37053 1.80044
S 2.42302 -2.36084 2.76603
C 3.12843 0.33165 -0.04085
C 4.41004 0.73104 -0.24259
S 4.44622 1.93936 -1.44734
C 2.72958 1.85372 -1.60445
N 2.19320 0.97976 -0.81223
C 1.99715 2.67839 -2.60331
H -1.08361 -1.87382 1.65092
H -0.54934 -2.07149 3.33579
H -0.36407 -3.40178 2.17387
H 4.48913 -1.32163 1.94479
H 5.30510 0.37649 0.23919
H 2.68714 3.31102 -3.16051
H 1.23513 3.27384 -2.10369
H 1.47993 2.01340 -3.29605
Cl -2.04614 4.51535 5.64585
C -1.77346 3.35701 4.36662
C -0.60052 3.38948 3.64570
C -0.38518 2.46775 2.63243
Cl 1.13271 2.56634 1.80191
C -1.32235 1.46740 2.27218
O -1.24513 0.55211 1.36397
C -2.50088 1.49670 3.07644
Cl -3.71238 0.29879 2.73418
C -2.73624 2.40216 4.08612
H 0.16024 4.12548 3.86405
H -3.65914 2.36067 4.64674
O -3.27542 -2.67384 -1.63669
Se -1.76035 -2.21176 -1.96526
O -1.82488 -0.93953 -2.99411
O -1.31250 -1.53339 -0.39918
O -0.74883 -3.39159 -2.37863
O 0.89532 -1.01855 -1.68660
O -0.74765 2.53101 -1.31814
S -1.40006 1.22924 -1.75469
C -1.67125 1.64602 -3.51280
C -3.18634 1.71031 -3.66380
C -3.75248 2.23783 -2.34310
C -3.11634 1.38264 -1.25165
H -1.20556 0.90867 -4.15701
H -1.18618 2.61740 -3.56803
H -3.55750 0.69998 -3.84225
H -3.45991 2.33836 -4.51394
H -4.83952 2.16664 -2.30244
H -3.47273 3.28428 -2.20040
H -3.54643 0.37989 -1.19718
H -3.06875 1.81514 -0.25493
```

The net atomic charges from Löwdin, expressed in e, are: Ir 1.24; C -0.06; C -0.57; N -0.08; C -0.31; C -0.33; S 1.10; C -0.35; C -0.34; S 1.07; C -0.60; N -0.01; C -0.07; H 0.04; H 0.09; H 0.09; H 0.08; H 0.07; H 0.07; H 0.07; H 0.09; Cl 0.61; C -0.69; C -0.16; C -0.57; Cl 0.72; C -0.47; O -0.28; C -0.58; Cl 0.70; C -0.16; H 0.10; H 0.10; O -0.49; Se 0.80; O -0.55; O -0.62; O -0.47; O -0.43; O -0.56; S 0.86; C -0.27; C -0.22; C -0.22; C -0.27; H 0.09; H 0.09; H 0.11; H 0.11; H 0.11; H 0.11; H 0.10; H 0.09

***

[7]
The following is a quantum chemistry calculation of a molecular structure, C28H29Cl2F5NO7S2Ti at a distorted geometry, from OMol25.

Results
E ... -128743.779 eV
Strongest force on any atom ... 1.2 eV/Å
Charge ... +1
Spin multiplicity ... 1

```
75
C28H29Cl2F5NO7S2Ti (ωB97M-V with the def2-TZVPD basis set)
Ti -0.26555 0.20508 0.62780
C -2.11620 2.09584 -2.86089
C -1.88557 2.88906 -1.57812
C -2.20484 4.37389 -1.79035
C -0.48157 2.76166 -1.03395
C -0.25506 2.84725 0.35378
C 1.04411 2.92289 0.87001
C 2.15185 2.88543 0.03309
C 3.54482 2.88395 0.58739
C 1.91768 2.77800 -1.33827
C 0.63420 2.70789 -1.86289
H -3.17917 2.07942 -3.10443
H -1.77216 1.06428 -2.77250
H -1.60469 2.55515 -3.70875
H -2.56739 2.51598 -0.80853
H -1.51870 4.81200 -2.51746
H -2.12015 4.93945 -0.86207
H -3.22010 4.49115 -2.17041
H -1.10191 2.97945 1.02120
H 1.18106 2.98800 1.94192
H 3.91734 1.85923 0.66510
H 3.57380 3.32300 1.58359
H 4.22808 3.44154 -0.05260
H 2.76646 2.74805 -2.01260
H 0.50171 2.63145 -2.93452
O -0.77116 -1.12973 1.91629
S -0.65772 -0.29587 3.19696
O -1.72855 -0.45874 4.10282
O -0.51264 1.04663 2.54909
C 0.85345 -0.78306 3.98241
C 0.74750 -0.87304 5.36269
C 1.84531 -1.23752 6.13290
C 3.04963 -1.51597 5.51982
C 3.16044 -1.42999 4.13517
C 2.07819 -1.06836 3.35548
S 2.38602 -1.05404 1.59539
O 1.75481 -2.19989 0.99559
O 3.78330 -0.84892 1.39367
O 1.61428 0.20418 1.19208
H -0.19948 -0.66629 5.83950
H 1.74190 -1.30209 7.20675
H 3.91236 -1.80141 6.10575
H 4.10299 -1.63582 3.64699
C 1.54997 -1.62341 -4.27138
C 2.05601 -1.83005 -2.83704
C 3.49573 -1.31867 -2.66530
C 1.94359 -3.30327 -2.40738
C 1.21347 -1.04935 -1.93611
N 0.57630 -0.41010 -1.22919
H 2.14790 -2.24605 -4.93669
H 1.65774 -0.58557 -4.58550
H 0.50631 -1.92001 -4.37096
H 4.14527 -1.90656 -3.31334
H 3.83675 -1.43337 -1.63602
H 3.58034 -0.27081 -2.95327
H 2.67508 -3.87575 -2.97763
H 0.94984 -3.69500 -2.62022
H 2.15290 -3.42121 -1.34440
F -7.24816 -0.72497 -0.18657
C -5.94482 -0.49806 -0.18044
C -5.36753 0.18711 0.87750
F -6.11925 0.61618 1.88063
C -4.00457 0.42314 0.87891
F -3.43924 1.09137 1.88143
C -3.20732 -0.02044 -0.16867
O -1.88435 0.19659 -0.16242
C -3.79892 -0.70029 -1.22997
F -3.04192 -1.12464 -2.23904
C -5.15938 -0.94237 -1.23604
F -5.71528 -1.59615 -2.24652
Cl -1.31972 -3.14017 -0.58464
C -1.18123 -4.68934 0.28383
Cl -0.96881 -4.46393 2.01603
H -0.31930 -5.21204 -0.11324
H -2.09607 -5.24198 0.10880
```

The net atomic charges from Löwdin, expressed in e, are: Ti 1.19; C -0.06; C -0.38; C -0.04; C -0.23; C -0.09; C -0.05; C -0.26; C -0.02; C 0.00; C -0.02; H 0.09; H 0.07; H 0.08; H 0.12; H 0.09; H 0.09; H 0.09; H 0.13; H 0.13; H 0.08; H 0.09; H 0.09; H 0.12; H 0.12; O -0.39; S 0.64; O -0.18; O -0.34; C -0.21; C -0.03; C -0.03; C -0.02; C -0.03; C -0.20; S 0.54; O -0.29; O -0.25; O -0.43; H 0.12; H 0.12; H 0.12; H 0.12; C -0.02; C -0.56; C -0.01; C -0.02; C -0.06; N 0.20; H 0.10; H 0.09; H 0.10; H 0.10; H 0.09; H 0.09; H 0.10; H 0.08; H 0.08; F 0.16; C -0.12; C -0.13; F 0.15; C -0.13; F 0.13; C -0.20; O -0.18; C -0.16; F 0.10; C -0.13; F 0.15; Cl 0.61; C -0.95; Cl 0.57; H 0.03; H 0.03

***

Question: Look up the spin multiplicity of the second one.
Answer: 1

***

Question: What is the formula in the first record?
Answer: C31H25AsClI2N3O6Pd

***

Please write out number 6 again, unchanged.
The following is a quantum chemistry calculation of a molecular structure, C18H18Cl3IrN2O7S3Se at a distorted geometry, from OMol25.

Results
E ... -174526.688 eV
Strongest force on any atom ... 2.5 eV/Å
Charge ... -1
Spin multiplicity ... 2

```
53
C18H18Cl3IrN2O7S3Se (ωB97M-V with the def2-TZVPD basis set)
Ir 0.02843 -0.08898 -0.29291
C -0.33103 -2.31851 2.29563
C 1.02401 -1.81764 1.93685
N 1.32418 -0.96256 0.98996
C 2.67489 -0.68260 0.90765
C 3.42391 -1.37053 1.80044
S 2.42302 -2.36084 2.76603
C 3.12843 0.33165 -0.04085
C 4.41004 0.73104 -0.24259
S 4.44622 1.93936 -1.44734
C 2.72958 1.85372 -1.60445
N 2.19320 0.97976 -0.81223
C 1.99715 2.67839 -2.60331
H -1.08361 -1.87382 1.65092
H -0.54934 -2.07149 3.33579
H -0.36407 -3.40178 2.17387
H 4.48913 -1.32163 1.94479
H 5.30510 0.37649 0.23919
H 2.68714 3.31102 -3.16051
H 1.23513 3.27384 -2.10369
H 1.47993 2.01340 -3.29605
Cl -2.04614 4.51535 5.64585
C -1.77346 3.35701 4.36662
C -0.60052 3.38948 3.64570
C -0.38518 2.46775 2.63243
Cl 1.13271 2.56634 1.80191
C -1.32235 1.46740 2.27218
O -1.24513 0.55211 1.36397
C -2.50088 1.49670 3.07644
Cl -3.71238 0.29879 2.73418
C -2.73624 2.40216 4.08612
H 0.16024 4.12548 3.86405
H -3.65914 2.36067 4.64674
O -3.27542 -2.67384 -1.63669
Se -1.76035 -2.21176 -1.96526
O -1.82488 -0.93953 -2.99411
O -1.31250 -1.53339 -0.39918
O -0.74883 -3.39159 -2.37863
O 0.89532 -1.01855 -1.68660
O -0.74765 2.53101 -1.31814
S -1.40006 1.22924 -1.75469
C -1.67125 1.64602 -3.51280
C -3.18634 1.71031 -3.66380
C -3.75248 2.23783 -2.34310
C -3.11634 1.38264 -1.25165
H -1.20556 0.90867 -4.15701
H -1.18618 2.61740 -3.56803
H -3.55750 0.69998 -3.84225
H -3.45991 2.33836 -4.51394
H -4.83952 2.16664 -2.30244
H -3.47273 3.28428 -2.20040
H -3.54643 0.37989 -1.19718
H -3.06875 1.81514 -0.25493
```

The net atomic charges from Löwdin, expressed in e, are: Ir 1.24; C -0.06; C -0.57; N -0.08; C -0.31; C -0.33; S 1.10; C -0.35; C -0.34; S 1.07; C -0.60; N -0.01; C -0.07; H 0.04; H 0.09; H 0.09; H 0.08; H 0.07; H 0.07; H 0.07; H 0.09; Cl 0.61; C -0.69; C -0.16; C -0.57; Cl 0.72; C -0.47; O -0.28; C -0.58; Cl 0.70; C -0.16; H 0.10; H 0.10; O -0.49; Se 0.80; O -0.55; O -0.62; O -0.47; O -0.43; O -0.56; S 0.86; C -0.27; C -0.22; C -0.22; C -0.27; H 0.09; H 0.09; H 0.11; H 0.11; H 0.11; H 0.11; H 0.10; H 0.09

***

Question: Number 2 is which compound?
Answer: C9H17N2